[1]
74
Properties=species:S:1:pos:R:3:lowdin_charge:R:1 method="wB97M-V/def2-TZVPD" total_charge=0 gap_ev=9.33 e_above_lowest_kcal_mol=312.8
C -4.819 -1.077 -1.080 -0.160
C -4.407 -0.195 0.081 -0.191
C -5.589 0.722 0.160 -0.224
O -6.684 -0.096 -0.161 -0.150
C -6.344 -1.151 -1.094 -0.146
H -4.336 -2.027 -0.850 0.109
H -4.373 -0.728 -2.011 0.115
H -3.465 0.330 -0.078 0.078
H -4.356 -0.746 1.020 0.135
H -5.526 1.479 -0.622 0.118
H -5.687 1.299 1.079 0.125
H -6.827 -1.049 -2.066 0.117
H -6.651 -2.039 -0.542 0.117
C -0.423 -0.015 0.556 -0.127
C 0.020 0.725 -0.675 -0.184
C -0.291 -0.206 -1.727 -0.164
O -1.545 -0.936 -1.313 -0.091
C -1.669 -0.841 0.107 -0.181
H -0.685 0.832 1.189 0.070
H 0.368 -0.555 1.077 0.059
H 1.046 1.081 -0.581 0.074
H -0.471 1.696 -0.750 0.162
H 0.426 -1.010 -1.891 0.127
H -0.607 0.236 -2.672 0.125
H -1.873 -1.760 0.656 0.059
H -2.496 -0.145 0.247 0.043
C 3.032 1.741 -3.957 -0.143
C 1.991 0.700 -4.105 -0.152
C 0.985 1.266 -3.092 -0.192
O 1.812 1.654 -1.999 -0.218
C 3.134 1.819 -2.394 -0.196
H 2.611 2.631 -4.425 0.115
H 4.019 1.535 -4.372 0.115
H 2.251 -0.314 -3.804 0.104
H 1.455 0.717 -5.054 0.121
H 0.269 0.486 -2.833 -0.022
H 0.398 2.034 -3.597 0.146
H 3.709 0.970 -2.024 0.041
H 3.518 2.825 -2.225 0.130
C 2.355 -1.849 -0.059 -0.160
C 2.479 -0.583 0.693 -0.149
C 3.167 0.516 -0.197 -0.173
O 3.499 -0.184 -1.353 -0.153
C 2.725 -1.436 -1.455 -0.109
H 1.341 -2.221 0.089 0.023
H 3.154 -2.569 0.118 0.144
H 2.955 -0.804 1.649 0.114
H 1.454 -0.289 0.919 0.041
H 4.031 0.979 0.279 0.139
H 2.444 1.299 -0.424 0.065
H 3.324 -2.196 -1.957 0.130
H 1.930 -1.316 -2.191 0.079
N -1.547 -3.175 2.966 0.069
C -0.616 -2.985 3.968 -0.109
C 0.719 -2.617 3.677 -0.027
C 1.088 -2.371 2.332 -0.074
C 0.220 -2.741 1.351 -0.085
C -1.133 -2.993 1.682 -0.142
H -0.974 -3.440 4.879 0.096
H 1.440 -2.299 4.416 0.098
H 2.084 -1.976 2.194 0.080
H 0.507 -2.673 0.311 0.078
H -1.845 -3.194 0.895 0.110
N 0.129 2.813 3.987 0.054
C -0.254 2.273 2.763 -0.068
C 0.654 2.271 1.641 -0.070
C 1.914 2.684 1.949 -0.059
C 2.379 2.998 3.263 -0.050
C 1.413 3.054 4.241 -0.184
H -1.296 1.989 2.750 0.101
H 0.461 1.857 0.663 0.043
H 2.618 2.653 1.130 0.093
H 3.394 3.303 3.471 0.097
H 1.864 3.337 5.181 0.099

[2]
90
Properties=species:S:1:pos:R:3:lowdin_charge:R:1 method="wB97M-V/def2-TZVPD" total_charge=+2 gap_ev=6.10 e_above_lowest_kcal_mol=0.0
Ba -3.393 -2.765 -0.798 2.020
Ba -0.189 -3.155 2.871 2.159
B -0.839 -0.654 0.942 -1.343
F -1.147 0.107 -0.182 0.146
F -1.518 -1.927 0.722 -0.244
F 0.516 -0.876 1.080 0.131
F -1.459 -0.232 2.132 0.104
C -2.644 -6.289 1.417 0.014
C -1.433 -5.394 1.157 -0.789
O -1.567 -4.486 0.260 -0.294
O -0.351 -5.621 1.747 -0.156
H -3.536 -5.738 1.107 0.061
H -2.657 -6.714 2.411 0.091
H -2.584 -7.075 0.658 0.106
C 3.865 -2.674 -3.221 -0.020
C 3.062 -1.681 -2.642 -0.022
C 1.694 -1.872 -2.533 0.020
C 1.195 -3.133 -2.860 -0.166
C 2.000 -4.148 -3.360 0.010
C 3.342 -3.914 -3.540 -0.040
N -0.207 -3.460 -2.777 -0.309
O -1.088 -2.654 -2.386 -0.154
O -0.510 -4.591 -3.039 0.113
H 4.891 -2.408 -3.448 0.121
H 3.570 -0.749 -2.445 0.083
H 0.975 -1.089 -2.323 0.126
H 1.560 -5.088 -3.660 0.129
H 3.978 -4.742 -3.823 0.123
C -5.397 1.943 1.914 -0.083
C -5.855 3.062 2.582 -0.048
C -5.053 3.613 3.568 0.010
C -3.813 3.080 3.836 -0.137
C -3.316 2.042 3.089 -0.015
C -4.142 1.425 2.180 -0.098
N -2.951 3.672 4.874 -0.366
O -1.933 3.091 5.144 0.081
O -3.346 4.671 5.398 0.119
H -6.019 1.481 1.154 0.107
H -6.829 3.519 2.480 0.119
H -5.389 4.447 4.168 0.129
H -2.276 1.782 3.221 0.110
H -3.780 0.542 1.667 0.083
C 1.878 -0.366 4.212 -0.053
O 1.992 -1.696 3.693 -0.394
C 3.323 -2.108 3.386 -0.150
C 3.286 -2.509 1.928 -0.188
O 2.324 -3.559 1.812 -0.323
C 2.072 -3.858 0.451 -0.114
H 0.886 -0.246 4.645 0.095
H 2.160 0.330 3.429 0.108
H 2.525 -0.261 5.088 0.108
H 3.606 -2.996 3.948 0.144
H 4.007 -1.262 3.442 0.145
H 4.266 -2.875 1.587 0.147
H 3.068 -1.721 1.198 0.132
H 1.658 -3.008 -0.114 0.074
H 1.328 -4.611 0.197 0.083
H 3.021 -4.099 -0.037 0.111
C 6.801 1.041 -3.741 -0.094
O 5.493 1.355 -3.313 -0.174
C 5.363 1.199 -1.935 -0.246
C 4.029 1.758 -1.475 -0.196
O 3.024 1.473 -2.425 -0.211
C 1.866 2.210 -2.228 -0.113
H 7.167 0.132 -3.232 0.086
H 7.480 1.827 -3.386 0.096
H 6.834 0.871 -4.808 0.092
H 6.187 1.729 -1.432 0.133
H 5.487 0.137 -1.654 0.114
H 4.092 2.854 -1.453 0.133
H 3.801 1.356 -0.475 0.125
H 1.152 1.944 -3.008 0.094
H 1.961 3.293 -2.401 0.101
H 1.509 1.997 -1.221 0.084
C -2.367 2.959 -0.406 -0.122
O -2.403 3.352 -1.744 -0.163
C -3.624 3.165 -2.397 -0.201
C -4.809 3.920 -1.786 -0.245
O -4.753 5.293 -1.837 -0.148
C -4.048 5.952 -0.808 -0.086
H -2.960 3.688 0.165 0.072
H -1.411 2.930 0.102 0.093
H -2.829 1.973 -0.251 0.066
H -3.943 2.102 -2.362 0.114
H -3.480 3.426 -3.444 0.133
H -4.934 3.480 -0.776 0.105
H -5.727 3.633 -2.307 0.131
H -4.361 5.523 0.157 0.085
H -4.450 6.963 -0.740 0.094
H -2.975 5.962 -0.985 0.094

[3]
84
Properties=species:S:1:pos:R:3:lowdin_charge:R:1 method="wB97M-V/def2-TZVPD" total_charge=-1 gap_ev=1.31
C 4.597 -1.765 2.404 -0.124
O 3.347 -2.287 2.016 -0.200
C 3.388 -2.960 0.759 -0.237
C 2.173 -3.832 0.627 -0.190
C 0.878 -3.022 0.654 -0.199
C -0.344 -3.793 0.131 -0.167
C -1.322 -4.180 1.253 -0.157
C -2.533 -3.276 1.269 -0.226
C -3.724 -3.683 2.173 -0.064
C -4.993 -3.081 1.454 -0.315
C -5.911 -2.164 2.236 -0.140
C -6.996 -1.630 1.270 -0.234
N -7.074 -0.152 1.220 -0.045
N -4.433 -2.283 0.328 0.049
C -3.313 -3.139 -0.053 -0.427
O -3.152 -3.615 -1.086 0.209
H 4.452 -0.725 2.713 0.077
H 4.989 -2.298 3.273 0.078
H 5.333 -1.758 1.600 0.087
H 3.482 -2.278 -0.091 0.134
H 4.261 -3.619 0.725 0.126
H 2.238 -4.320 -0.349 0.070
H 2.178 -4.634 1.369 0.125
H 0.724 -2.567 1.637 0.105
H 1.036 -2.187 -0.033 0.104
H -0.849 -3.146 -0.578 0.097
H -0.006 -4.684 -0.387 0.119
H -0.814 -4.247 2.213 0.119
H -1.677 -5.194 1.042 0.117
H -2.203 -2.282 1.580 0.156
H -3.676 -3.374 3.213 0.115
H -3.932 -4.752 2.136 0.119
H -5.645 -3.802 0.953 0.152
H -6.429 -2.667 3.052 0.117
H -5.375 -1.291 2.617 0.109
H -7.983 -2.007 1.519 0.117
H -6.786 -1.927 0.249 0.078
H -6.194 0.196 0.824 0.056
H -7.173 0.164 2.191 0.018
H -4.054 -1.459 0.792 0.118
C -0.197 3.011 0.903 -0.156
C 0.443 1.914 1.463 -0.137
C 1.186 1.056 0.661 -0.097
C 1.298 1.304 -0.703 -0.067
C 0.658 2.407 -1.262 -0.068
C -0.091 3.254 -0.459 -0.103
H -0.777 3.680 1.530 0.092
H 0.363 1.725 2.529 0.090
H 1.675 0.196 1.107 0.089
H 1.881 0.641 -1.329 0.107
H 0.747 2.612 -2.322 0.088
H -0.590 4.109 -0.898 0.101
O 5.442 -4.658 -2.645 -0.382
Cl 4.384 -5.635 -2.549 0.636
O 4.879 -6.830 -1.906 -0.388
O 3.893 -5.958 -3.867 -0.382
O 3.298 -5.083 -1.753 -0.406
N 3.461 5.544 2.014 0.004
C 3.878 6.769 1.565 -0.154
C 3.008 7.174 0.588 -0.114
C 2.026 6.157 0.444 -0.109
C 2.330 5.167 1.339 -0.134
H 3.915 5.003 2.726 0.138
H 4.754 7.241 1.975 0.097
H 3.070 8.097 0.034 0.087
H 1.195 6.152 -0.241 0.093
H 1.847 4.231 1.550 0.082
Na -6.815 1.939 1.947 0.657
C 3.847 5.409 -4.540 -0.110
C 3.115 5.182 -3.199 -0.686
C 4.133 4.630 -2.178 -0.095
O 2.131 4.274 -3.379 -0.253
H 4.261 4.476 -4.929 0.064
H 3.167 5.822 -5.288 0.055
H 4.678 6.119 -4.419 0.054
H 2.831 6.196 -2.830 0.101
H 4.554 3.679 -2.512 0.067
H 3.662 4.476 -1.205 0.042
H 4.967 5.333 -2.035 0.059
C -5.745 -1.465 -2.866 -1.646
Br -4.731 -2.169 -4.337 0.614
Br -5.654 0.466 -2.798 0.545
Br -7.573 -2.085 -2.884 0.557
H -5.291 -1.838 -1.954 -0.079